Density functional theory data (wB97M-V/def2-TZVPD) for a cluster of 8 separate species, C29H37Cl2F21O14 in total.

```
103
Properties=species:S:1:pos:R:3:forces:R:3
H -26.176 4.945 3.435 0.9 -0.2 0.2
F -31.493 7.467 8.427 -0.8 0.3 0.3
H -28.150 9.730 4.956 1.2 0.7 -0.8
F -19.724 2.677 9.377 0.1 -0.9 0.4
H -28.144 3.928 8.596 -0.4 0.1 -0.3
H -22.779 6.011 -0.570 0.9 0.7 1.1
H -17.162 4.720 6.475 1.1 -1.3 0.5
O -30.458 4.631 7.383 0.5 0.5 1.2
C -23.789 6.269 8.694 -0.5 -0.6 0.4
C -23.709 10.881 1.635 0.3 -0.1 -1.3
F -25.941 3.219 0.912 1.1 -0.2 -1.0
F -22.763 10.209 0.916 -0.8 0.8 0.4
F -29.434 7.755 7.919 1.1 1.5 0.3
Cl -27.676 5.623 5.092 0.0 -0.5 -0.6
O -25.562 10.378 2.854 -1.0 0.3 1.7
F -24.491 2.294 -0.498 0.0 0.4 0.7
C -19.872 2.221 8.125 -1.2 1.2 0.7
H -20.797 9.042 12.438 -0.5 -0.2 0.1
H -27.572 3.540 11.090 -0.1 -0.1 -0.1
F -26.191 1.145 8.319 -0.3 -0.8 -0.7
C -27.879 4.489 10.652 0.4 0.2 -0.7
F -27.122 -1.263 3.760 0.2 0.3 0.7
C -30.100 5.564 8.061 -0.8 0.2 -1.2
H -20.757 4.741 0.124 -0.4 -0.3 0.8
H -27.554 3.892 3.356 -0.5 -0.9 0.6
C -27.150 10.159 4.607 -1.1 -0.1 0.2
O -22.239 6.816 10.364 0.1 0.4 0.9
O -25.939 1.365 4.395 0.0 0.0 0.2
C -16.709 3.921 7.157 -1.3 1.3 0.4
F -24.036 12.048 1.005 0.3 -0.9 0.0
H -21.306 4.896 1.894 0.3 0.2 -0.2
H -27.140 11.261 4.714 -0.3 -0.6 0.0
H -22.982 6.691 1.134 1.2 -0.8 -1.1
F -25.081 2.953 8.082 0.4 -0.5 0.0
F -25.517 -1.430 2.407 1.9 -1.4 -0.9
H -21.726 0.618 3.000 0.1 -0.3 -0.8
F -23.166 5.187 8.219 0.1 -0.2 -0.9
C -24.234 2.737 11.982 -1.1 1.5 1.0
C -24.747 1.606 10.057 0.9 -2.3 0.1
O -24.682 2.778 10.638 -0.1 0.1 -1.0
C -25.012 1.684 8.527 0.8 1.0 0.6
F -21.054 2.732 7.729 0.2 0.1 -0.6
C -22.755 2.557 12.110 0.6 2.2 -0.2
O -25.287 9.249 0.925 -0.6 -0.8 -0.2
H -21.508 9.138 10.836 -0.6 0.5 -0.2
C -27.232 4.891 3.494 0.5 0.5 1.0
H -21.095 1.271 4.467 1.2 1.1 0.6
O -17.823 3.453 7.954 -0.8 -0.5 0.6
H -24.717 1.925 12.450 -0.5 -1.2 0.5
H -26.961 5.069 10.429 -0.6 -0.2 0.1
C -23.207 1.126 4.469 0.1 0.6 -0.7
H -14.992 5.054 7.524 0.2 -0.6 0.3
H -23.324 1.224 5.557 0.0 0.0 -0.4
C -28.754 4.296 9.422 0.4 -0.7 1.0
C -26.824 9.779 3.156 -1.1 0.4 0.7
C -30.495 7.017 7.690 0.8 -1.3 0.4
C -21.813 0.626 4.062 -1.9 0.1 0.7
C -15.730 4.492 8.125 1.0 0.6 -0.7
O -22.562 3.888 0.611 -0.1 -0.3 -0.6
H -21.542 6.399 12.292 0.4 0.6 -0.2
C -21.573 4.956 0.839 -0.9 0.0 -0.4
O -24.127 0.107 3.980 0.5 -0.4 -0.1
C -25.394 0.403 3.933 -0.6 0.9 -0.1
H -22.925 7.431 12.247 0.6 0.6 -0.3
F -25.105 6.171 8.443 0.5 -0.2 0.5
H -16.188 5.256 8.691 -0.7 0.8 0.9
O -24.574 0.505 10.570 -0.4 2.0 -0.8
C -26.203 -0.565 3.059 -2.4 0.1 -0.1
C -22.215 6.258 0.394 -0.9 1.1 -0.1
O -29.293 5.622 9.111 -0.2 -1.9 -0.4
F -23.189 11.223 2.783 0.6 0.1 1.0
O -24.157 5.784 11.018 1.0 0.6 -0.7
C -21.935 7.287 11.769 -0.6 -1.5 -0.8
F -26.929 0.105 2.137 0.3 0.6 0.3
C -24.663 2.739 0.740 -1.6 0.6 1.4
C -24.977 10.007 1.787 1.9 0.8 -1.8
H -26.423 9.770 5.325 0.1 -0.1 -0.4
F -23.373 7.360 8.088 0.5 0.5 -0.5
C -23.410 6.256 10.182 -1.7 -0.1 1.1
H -22.182 3.471 11.797 -0.6 -0.6 0.2
H -26.765 8.732 3.009 0.3 -1.2 0.1
H -24.718 3.648 12.464 1.3 -0.8 -0.7
H -15.264 3.781 8.814 -0.1 0.0 -0.4
H -29.565 3.556 9.652 0.5 0.9 -0.5
H -27.559 10.096 2.398 0.2 0.3 0.5
F -24.000 1.044 7.857 -1.4 0.5 0.5
H -21.645 -0.338 4.510 0.1 -0.5 -0.1
H -21.414 7.039 0.216 -1.0 -0.8 0.1
C -23.692 3.832 1.294 0.7 0.3 0.6
Cl -27.801 5.792 2.164 -0.8 1.1 -1.2
H -20.068 8.308 11.095 0.1 -0.9 -0.1
H -28.497 5.023 11.343 -0.1 0.4 0.8
C -21.044 8.473 11.537 0.5 0.6 0.7
H -22.599 2.435 13.164 0.5 -0.3 0.6
C -18.721 2.742 7.290 0.9 0.4 -2.0
F -20.007 0.911 8.050 0.5 -0.3 0.4
H -22.346 1.750 11.538 -0.1 -0.7 -0.1
O -23.963 4.419 2.315 0.1 -0.3 -0.9
H -23.499 2.089 3.947 0.4 -1.0 0.8
F -24.604 1.723 1.624 0.6 -0.4 -0.6
F -30.769 7.124 6.420 -0.8 0.0 -1.1
H -16.306 3.050 6.714 0.3 -0.5 -1.3
O -18.677 2.540 6.098 -0.3 -0.2 0.7
```
Forces are in eV/Å.

Values from the calculation:
E_HOMO   -0.3822 Eh
Frontier orbital gap   10.6 eV
F_max   2.71 eV/Å
Structure (SMILES)   CCOC(=O)C(F)(F)F.CCOC(=O)C(F)(F)F.CCOC(=O)C(F)(F)F.CCOC(=O)C(F)(F)F.CCOC(=O)C(F)(F)F.CCOC(=O)C(F)(F)F.CCOC(=O)C(F)(F)F.ClCCl
E_tot   -141450.809 eV